Entry 1:
This record from the OMol25 dataset describes a cluster of 3 separate species, C12H26F5O8P2 in total in a non-equilibrium geometry. The level of theory is the ωB97M-V functional and the def2-TZVPD basis.

Computed properties:
- electronic energy (Ha) = -2256.887867
- gap between HOMO and LUMO (eV) = 4.174
- charge = -1

```
53
C12H26F5O8P2 the ωB97M-V functional and the def2-TZVPD basis
C -2.01413 -1.43772 -3.50568
C -1.90993 -2.95129 -3.68075
C -0.62763 -3.39581 -4.43091
C 0.08198 -4.63848 -3.85191
C 1.23787 -4.30958 -3.03640
F 1.96569 -5.46546 -2.72596
F 2.11747 -3.45280 -3.66396
C 1.01338 -3.68873 -1.63617
F 2.18031 -3.69356 -0.90933
F 0.62575 -2.40469 -1.70571
F 0.13873 -4.36785 -0.89121
H -1.19596 -1.08232 -2.88290
H -2.00134 -0.90209 -4.45336
H -2.94030 -1.19555 -2.97878
H -2.79053 -3.34312 -4.18955
H -1.86312 -3.38945 -2.68325
H 0.06476 -2.56318 -4.56348
H -0.95632 -3.68298 -5.43600
H -0.65497 -5.14291 -3.22203
C 2.93571 4.03143 1.24365
O 2.74376 2.62354 1.38412
P 3.55285 1.71482 0.33609
O 4.87449 2.30058 0.08686
O 2.55906 1.94270 -0.92609
C 1.13648 2.03454 -0.76121
O 3.67529 0.14283 0.26654
C 3.04913 -0.65884 -0.76105
H 2.10276 4.50529 1.76057
H 3.87252 4.33605 1.70531
H 2.92670 4.32412 0.19448
H 0.82584 3.07018 -0.90029
H 0.80731 1.70203 0.21867
H 0.66834 1.41681 -1.52728
H 3.39142 -0.33683 -1.73990
H 1.96781 -0.60389 -0.69537
H 3.34554 -1.68897 -0.60168
C 0.16492 0.71396 3.85520
O -1.18582 0.44196 3.44611
P -1.88783 1.61320 2.60547
O -0.89412 2.24988 1.74018
O -2.21500 2.53289 3.92923
C -2.63340 1.94754 5.15992
O -3.31307 1.81594 1.91734
C -4.34654 2.64743 2.44965
H 0.38035 0.02068 4.66546
H 0.85382 0.53739 3.03362
H 0.26657 1.73831 4.21002
H -1.81554 1.99412 5.87992
H -2.93983 0.90882 5.04564
H -3.47443 2.52729 5.54206
H -3.98804 3.66683 2.56125
H -4.72244 2.27200 3.39889
H -5.15627 2.62291 1.72395
```

Atom charges from the natural (NBO) analysis, given in e for atoms 1 to 5: atom 1 (C): -0.601, atom 2 (C): -0.405, atom 3 (C): -0.426, atom 4 (C): -0.708, atom 5 (C): 0.574

***

Entry 2:
This record from the OMol25 dataset describes a structure of composition C12H27B3Cl14NO4PSi in a non-equilibrium geometry. The level of theory is the ωB97M-V functional and the def2-TZVPD basis.

Computed properties:
- electronic energy (Ha) = -7977.515869
- gap between HOMO and LUMO (eV) = 8.294
- charge = 0

```
63
C12H27B3Cl14NO4PSi the ωB97M-V functional and the def2-TZVPD basis
C 5.31423 0.69448 1.13849
C 4.25826 0.73526 0.09211
Cl 4.67933 1.67651 -1.29932
C 3.06889 0.14849 0.10146
Cl 2.55592 -0.77402 1.48126
B 2.04800 0.18757 -1.08612
O 2.40214 -0.36003 -2.30665
B 1.40578 -1.29943 -2.59399
P 1.85089 -3.19352 -2.59089
N 3.46656 -3.16511 -1.95063
O 0.98017 -3.79813 -1.31703
O 0.13541 -0.78586 -2.78331
B -0.24331 -0.06511 -1.64316
Si -2.17432 -0.16221 -1.04712
C -3.19617 0.99996 -2.11410
C -2.32257 0.23263 0.78420
C -2.77056 -1.92103 -1.33809
O 0.75187 0.63818 -0.94452
H 6.22116 0.29220 0.68364
H 5.53045 1.68052 1.54094
H 5.04186 0.01425 1.94186
H 3.41681 -3.06910 -0.93638
H 3.91842 -2.30306 -2.25282
H 0.86850 -3.15051 -0.61167
H -2.87461 2.03020 -1.94926
H -4.25068 0.95561 -1.84302
H -3.12129 0.75244 -3.17293
H -3.24393 -0.14036 1.22438
H -2.26223 1.31128 0.93302
H -1.47020 -0.18809 1.32134
H -2.22694 -2.65556 -0.74335
H -3.83369 -2.01991 -1.13033
H -2.59968 -2.17178 -2.38694
C -6.77366 0.66642 0.61392
Cl -6.06125 0.36051 2.20408
Cl -6.06339 -0.35097 -0.64433
H -7.83358 0.45422 0.66506
H -6.60162 1.70359 0.35228
C 0.03021 4.15268 -1.36357
Cl -1.49521 3.60603 -0.65281
Cl -0.22453 5.19605 -2.76564
H 0.57829 4.70909 -0.61335
H 0.58896 3.27895 -1.67731
C 4.10517 4.36092 2.17729
Cl 5.08739 5.06821 0.89031
Cl 5.09091 3.74320 3.50887
H 3.44087 5.12226 2.56683
H 3.53799 3.53433 1.76225
C 2.29590 -0.08183 4.97203
Cl 2.76315 1.57694 4.57717
Cl 0.87322 -0.14888 6.01729
H 2.06696 -0.58051 4.03873
H 3.12149 -0.56421 5.48041
C -10.27675 -0.80626 -1.84614
Cl -10.12239 0.71826 -0.96296
Cl -9.07057 -2.01141 -1.38219
H -11.25967 -1.21244 -1.64293
H -10.15975 -0.59787 -2.90226
C 6.34376 -4.62190 0.74411
Cl 5.57451 -3.07102 0.36845
Cl 5.30618 -5.98864 0.33981
H 7.25761 -4.69463 0.16780
H 6.55532 -4.64784 1.80572
```

Atom charges from the natural (NBO) analysis, given in e for atoms 1 to 5: atom 1 (C): -0.673, atom 2 (C): 0.030, atom 3 (Cl): 0.025, atom 4 (C): -0.419, atom 5 (Cl): -0.005

***

Entry 3:
This record from the OMol25 dataset describes a structure of composition C12H27B3F2O18P2S3 in a non-equilibrium geometry. The level of theory is the ωB97M-V functional and the def2-TZVPD basis.

Computed properties:
- electronic energy (Ha) = -3979.615883
- gap between HOMO and LUMO (eV) = 9.285
- charge = 0

```
67
C12H27B3F2O18P2S3 the ωB97M-V functional and the def2-TZVPD basis
C 6.74903 0.05918 -0.34232
C 6.06937 -0.21988 -1.67556
C 4.53633 -0.19825 -1.58196
F 3.99696 0.08496 -2.83084
B 3.94655 -1.51346 -0.95989
O 2.98352 -2.30668 -1.57421
B 2.01219 -2.77225 -0.73081
P 0.21532 -3.01303 -1.36801
P -0.50905 -0.99962 -1.63487
O -1.42204 -0.95161 -2.77703
O -1.13178 -0.44898 -0.27320
O 0.85173 -0.17539 -1.86765
O 2.29469 -3.02137 0.61242
B 3.19187 -2.08123 1.08536
C 2.88755 -1.14119 2.32681
F 3.96125 -1.12463 3.21953
C 1.59682 -1.45336 3.06622
C 0.95168 -0.21932 3.73095
O 4.33761 -1.89028 0.31521
H 6.29085 0.89372 0.18488
H 7.79644 0.30434 -0.50969
H 6.73634 -0.81111 0.30753
H 6.37720 -1.19410 -2.05378
H 6.33292 0.54166 -2.40687
H 4.26528 0.62037 -0.90417
H -0.50157 -3.58103 -0.30293
H -0.66814 0.33376 0.04837
H 0.74320 0.77497 -1.75695
H 2.81051 -0.12510 1.91672
H 0.88290 -1.87912 2.36526
H 1.84079 -2.20418 3.81530
H 1.62501 0.63475 3.68934
H 0.04318 0.05594 3.20161
H 0.71844 -0.39282 4.77735
C 0.87650 4.84490 -0.80395
C 1.13826 5.17774 0.65144
O 0.38919 4.18069 1.37440
S 0.38905 2.82222 0.56537
O 1.39392 1.94710 1.05371
O -0.94448 2.35328 0.42872
O 0.88134 3.40249 -0.83287
H -0.10316 5.19473 -1.13059
H 1.64548 5.22140 -1.47112
H 0.78401 6.16466 0.93085
H 2.19313 5.07413 0.90937
C -5.58199 2.21505 1.08820
C -4.71265 2.46995 -0.12385
O -4.97607 3.84360 -0.45800
S -5.25171 4.68053 0.87268
O -4.05964 5.33537 1.27665
O -6.45934 5.40043 0.70534
O -5.49139 3.43487 1.84361
H -6.62468 2.05037 0.81210
H -5.22745 1.38626 1.69359
H -4.96215 1.83620 -0.96922
H -3.65189 2.36617 0.11181
C -3.39169 -4.43791 -2.49751
C -4.53971 -5.41477 -2.35991
O -4.59852 -5.67907 -0.94850
S -4.17583 -4.37007 -0.13285
O -5.33590 -3.66565 0.27486
O -3.17172 -4.73336 0.79924
O -3.51326 -3.58428 -1.35302
H -2.42643 -4.94540 -2.44925
H -3.44345 -3.84149 -3.40348
H -4.37358 -6.34369 -2.89672
H -5.48717 -4.97216 -2.67319
```

Atom charges from the natural (NBO) analysis, given in e for atoms 1 to 5: atom 1 (C): -0.610, atom 2 (C): -0.412, atom 3 (C): -0.121, atom 4 (F): -0.362, atom 5 (B): 1.152